DFT (ωB97M-V with the def2-TZVPD basis set) results for a cluster of 11 separate species, C38H71N5O16 in total at a distorted geometry.

Summary:
- 2S+1: 1
- Energy above the lowest of the compared OMol25 structures with the same formula, charge and spin: 0.0 kcal per mole
- DFT total energy: -2968.32131 hartree

Each line ends with the Mulliken charge.
Cartesian coordinates (Å):
C (-1.114, 5.110, -0.647)  -0.724
C (-2.005, 4.880, 0.562)  -0.891
N (-1.776, 3.626, 1.278)  0.656
C (-0.361, 3.332, 1.531)  0.781
C (0.276, 4.247, 2.587)  -1.334
C (-2.642, 3.589, 2.449)  -0.745
C (-2.559, 2.309, 3.263)  -0.453
H (-1.137, 4.342, -1.418)  -0.452
H (-0.123, 5.460, -0.349)  0.467
H (-1.509, 5.993, -1.163)  0.593
H (-1.977, 5.798, 1.167)  0.279
H (-3.030, 4.795, 0.186)  0.495
H (-0.300, 2.295, 1.865)  -0.191
H (0.149, 3.454, 0.578)  -0.583
H (-0.116, 4.058, 3.586)  0.272
H (1.365, 4.149, 2.584)  0.259
H (0.085, 5.296, 2.346)  0.392
H (-3.682, 3.622, 2.107)  0.517
H (-2.470, 4.480, 3.071)  0.378
H (-1.539, 2.119, 3.597)  -0.467
H (-2.885, 1.469, 2.642)  0.303
H (-3.235, 2.323, 4.116)  0.476
O (-3.247, -1.511, 4.650)  -0.609
C (-2.103, -1.643, 4.343)  -0.038
C (-0.988, -0.610, 4.288)  0.329
C (0.264, -1.430, 4.069)  -0.269
C (-0.268, -2.762, 3.472)  0.828
O (-1.630, -2.815, 3.855)  -0.308
H (-1.274, -0.105, 3.359)  -0.478
H (-1.031, 0.087, 5.117)  0.675
H (0.953, -0.982, 3.351)  0.012
H (0.844, -1.568, 4.982)  0.307
H (-0.209, -2.781, 2.386)  -0.671
H (0.397, -3.558, 3.811)  0.238
O (2.459, 1.328, 2.231)  -0.238
C (2.762, 1.839, 3.278)  0.095
C (1.933, 1.952, 4.539)  0.232
C (2.561, 3.147, 5.259)  -0.705
C (4.003, 3.144, 4.695)  -0.583
O (3.924, 2.482, 3.436)  -0.459
H (0.879, 1.978, 4.277)  -0.319
H (2.111, 1.039, 5.115)  0.402
H (2.074, 4.093, 5.028)  0.230
H (2.520, 3.004, 6.336)  0.409
H (4.388, 4.147, 4.544)  0.368
H (4.632, 2.598, 5.400)  0.314
O (-2.200, -5.747, -1.484)  -0.587
C (-2.312, -5.811, -0.296)  0.363
C (-1.597, -4.959, 0.737)  0.617
C (-2.197, -5.388, 2.059)  -0.344
C (-2.940, -6.684, 1.727)  -0.538
O (-3.127, -6.711, 0.306)  -0.425
H (-0.544, -5.241, 0.604)  -0.224
H (-1.646, -3.903, 0.483)  -0.030
H (-1.470, -5.554, 2.854)  0.243
H (-2.902, -4.635, 2.410)  0.199
H (-2.313, -7.556, 1.952)  0.222
H (-3.843, -6.822, 2.316)  0.365
O (-6.804, 1.449, -3.228)  -0.574
C (-5.705, 1.868, -3.045)  0.389
C (-5.116, 3.243, -3.261)  -0.643
C (-3.831, 3.208, -2.466)  0.207
C (-3.470, 1.718, -2.482)  0.261
O (-4.704, 1.034, -2.632)  -0.326
H (-4.955, 3.305, -4.346)  0.280
H (-5.745, 4.103, -3.050)  0.371
H (-3.008, 3.809, -2.850)  0.375
H (-4.026, 3.479, -1.426)  -0.130
H (-2.839, 1.494, -3.353)  -0.156
H (-2.878, 1.412, -1.621)  0.005
O (1.667, 6.299, -2.889)  -0.598
C (1.277, 5.219, -3.221)  0.262
C (1.747, 3.873, -2.724)  0.130
C (0.762, 2.904, -3.385)  0.930
C (0.241, 3.673, -4.576)  -0.707
O (0.427, 5.067, -4.282)  -0.385
H (2.775, 3.759, -3.070)  0.323
H (1.688, 3.853, -1.637)  -0.251
H (1.269, 1.958, -3.568)  0.498
H (-0.035, 2.745, -2.655)  -0.817
H (0.758, 3.437, -5.509)  0.285
H (-0.812, 3.443, -4.748)  0.342
O (-1.751, -4.303, -5.957)  -0.607
C (-1.466, -3.268, -5.427)  0.422
C (-0.356, -2.285, -5.787)  -0.508
C (-0.308, -1.383, -4.548)  0.209
C (-1.677, -1.519, -3.924)  0.221
O (-2.204, -2.772, -4.411)  -0.394
H (0.571, -2.793, -6.022)  0.348
H (-0.779, -1.815, -6.680)  0.268
H (0.481, -1.774, -3.901)  -0.133
H (-0.018, -0.378, -4.862)  0.208
H (-1.686, -1.568, -2.837)  0.006
H (-2.362, -0.719, -4.221)  -0.032
C (2.713, -4.056, -2.229)  -0.387
C (1.464, -4.856, -2.529)  0.490
N (0.353, -4.478, -1.859)  0.279
O (1.459, -5.793, -3.315)  -0.723
H (3.195, -4.556, -1.387)  0.132
H (2.456, -3.042, -1.927)  -0.212
H (3.335, -4.058, -3.119)  0.423
H (0.369, -3.719, -1.191)  -0.273
H (-0.525, -4.924, -2.087)  0.140
C (4.193, -4.224, 1.641)  -1.175
C (2.715, -4.485, 1.684)  0.630
N (2.302, -5.744, 1.909)  -0.356
O (1.914, -3.562, 1.545)  -0.515
H (4.458, -3.669, 0.742)  0.142
H (4.758, -5.161, 1.547)  0.427
H (4.607, -3.742, 2.523)  0.314
H (2.903, -6.530, 1.736)  0.222
H (1.310, -5.898, 1.978)  0.163
C (4.386, -0.540, -1.148)  -0.579
C (3.990, 0.859, -1.564)  0.606
N (3.491, 1.678, -0.606)  -0.204
O (4.101, 1.225, -2.724)  -0.651
H (5.144, -0.887, -1.845)  0.465
H (3.535, -1.211, -1.251)  -0.240
H (4.754, -0.535, -0.122)  0.297
H (3.434, 2.663, -0.809)  0.241
H (3.616, 1.461, 0.372)  0.076
C (0.115, 0.441, -1.027)  0.587
C (0.309, -0.879, -0.335)  0.037
N (1.127, -0.900, 0.722)  1.462
O (-0.302, -1.891, -0.692)  -0.494
H (0.948, 1.135, -0.903)  -0.014
H (-0.828, 0.902, -0.741)  -0.200
H (0.083, 0.226, -2.098)  -0.077
H (1.214, -1.790, 1.199)  -0.599
H (1.496, -0.035, 1.086)  -0.164